# 1
The following is a quantum chemistry calculation of C6H10N2O3P as an isolated structure in a non-equilibrium geometry, from OMol25.

```
22
Properties=species:S:1:pos:R:3:forces:R:3:lowdin_charge:R:1
C 3.114 -0.550 0.589 3.2 2.1 2.7 -0.277
C 2.403 -1.275 -0.287 -1.2 -2.2 -2.4 -0.250
C 1.680 0.750 -0.276 2.8 -3.3 0.9 -0.533
C 0.977 1.885 -0.615 -0.4 2.9 -2.1 -0.022
C -2.543 -1.749 0.182 3.4 1.3 -5.0 -0.071
C -1.277 -0.969 0.574 -0.9 0.0 -1.0 -0.230
N 2.732 0.774 0.657 -1.7 -1.8 -1.5 0.064
N 1.487 -0.456 -0.896 0.5 0.1 0.7 0.031
O -2.166 1.380 -1.381 0.6 -0.1 0.1 -0.300
O -1.950 2.906 0.760 0.5 -1.3 -0.7 -0.327
O -1.701 0.380 0.959 1.1 0.4 -0.6 -0.228
P -1.658 1.666 -0.028 -3.4 0.5 1.5 0.368
H 4.052 -0.848 1.151 -1.4 0.2 -0.6 0.086
H 2.589 -2.392 -0.589 -0.6 2.4 0.6 0.107
H 0.827 2.089 -1.726 -0.5 -0.6 1.5 0.128
H -0.182 1.831 -0.135 2.3 0.4 -0.4 -0.005
H 1.491 2.771 -0.200 -0.9 -0.3 0.3 0.109
H -2.980 -1.376 -0.791 0.7 -0.1 0.8 0.095
H -2.298 -2.757 -0.029 0.2 -1.3 0.2 0.058
H -3.270 -1.629 0.822 -3.6 0.3 3.9 0.006
H -0.457 -0.988 -0.186 -1.0 0.3 0.4 0.090
H -0.871 -1.444 1.445 0.3 0.1 0.8 0.100
```
Forces are in eV/Å.

As for the highest occupied orbital energy (alpha / beta): -4.53 / -4.53 eV. The value obtained for the orbital gap (alpha / beta) is 0.277 / 0.277 Eh. The energy relative to the best compared isomer or geometry (same formula, charge and spin) is 20.1 kcal/mol. As for the total charge: -1. Its total energy is -24796.8594 eV.



# 2
The following is a quantum chemistry calculation of an isolated ion of composition C6H10N2O4PS and charge -1 in a non-equilibrium geometry, from OMol25.

```
24
Properties=species:S:1:pos:R:3:forces:R:3:lowdin_charge:R:1
C 0.138 2.352 0.892 -0.5 -0.1 -1.7 -0.120
C -1.058 1.471 0.767 -1.7 0.1 -2.2 -0.235
C -0.693 0.250 -0.131 -0.3 -0.9 4.9 -0.367
P -1.971 -0.998 -0.632 0.2 -0.1 -1.3 0.007
O -1.064 -2.081 -1.036 0.7 -1.5 -0.1 -0.376
O -2.607 -0.458 -2.079 -0.1 0.8 1.2 -0.281
S -3.542 -1.239 0.490 -0.2 0.3 0.8 0.167
N 0.194 0.554 -1.206 0.2 -0.5 0.8 0.119
C 1.239 -0.314 -1.194 3.4 -1.2 1.3 -0.475
O 2.192 -0.452 -1.941 -1.1 0.6 -1.1 0.072
N 1.373 -0.988 0.038 -2.1 0.7 0.6 -0.030
C 2.540 -1.667 0.387 -1.0 -4.1 2.9 -0.046
C 0.374 -0.765 0.956 -1.4 2.3 -4.9 -0.352
O 0.279 -1.068 2.088 -0.2 -0.3 1.4 0.120
H 1.018 1.791 1.096 0.8 -0.4 0.6 0.069
H -0.053 3.105 1.591 0.1 1.3 1.1 0.055
H 0.251 2.742 -0.098 0.6 0.9 -0.4 0.064
H -1.971 2.012 0.244 1.7 -0.7 1.2 0.144
H -1.340 1.246 1.771 -0.7 -1.1 0.4 0.087
H -3.480 -0.242 -1.699 -0.1 0.2 -0.8 -0.022
H -0.291 0.467 -2.047 -0.8 0.3 -2.1 0.112
H 2.720 -2.657 -0.088 -0.2 0.9 -0.4 0.108
H 3.340 -1.046 0.332 2.7 1.6 -0.4 0.052
H 2.413 -2.016 1.498 0.2 1.0 -1.8 0.128
```
Forces are in eV/Å.

As for the highest occupied orbital energy: -4.95 eV. The value obtained for the orbital gap is 0.305 Eh. The SMILES is CC[C@@]1([P@]([O-])(O)=S)NC(=O)N(C)C1=O. As for the total charge: -1. Its total energy is -37682.6720 eV.



# 3
The following is a quantum chemistry calculation of an isolated ion of composition C6H10N2OP and charge +1 in a non-equilibrium geometry, from OMol25.

```
20
Properties=species:S:1:pos:R:3:forces:R:3:lowdin_charge:R:1
O 1.439 1.743 2.387 0.0 -0.1 0.1 -0.428
P 0.101 1.153 2.441 -0.2 -0.5 -1.1 0.903
C -0.832 1.780 0.654 -0.4 0.1 -0.4 -0.096
C -0.612 1.202 -0.449 -1.4 1.4 2.8 -0.129
N -0.253 0.478 -1.423 0.2 0.9 -1.9 -0.023
C 0.212 1.103 -2.703 -2.0 -3.3 0.7 0.023
C -0.912 0.044 -2.695 1.8 1.5 1.0 0.029
N 0.435 -0.508 1.330 2.9 0.9 -0.2 -0.232
C 0.837 -1.649 2.203 0.8 -0.2 -1.5 -0.121
C -0.203 -1.814 1.175 -1.3 -0.7 1.1 -0.100
H -1.459 2.572 1.083 0.3 -0.3 -1.0 0.082
H 1.103 0.646 -2.972 1.8 -0.1 -0.7 0.099
H -0.023 2.073 -2.973 -0.3 1.9 0.1 0.109
H -1.943 0.230 -2.906 -0.4 0.3 0.2 0.125
H -0.485 -0.882 -2.915 -0.1 -1.5 -0.6 0.096
H 1.298 -0.232 0.675 -2.6 -1.0 1.5 0.190
H 0.747 -1.644 3.255 -1.0 0.5 1.0 0.105
H 1.814 -1.967 1.956 0.8 -0.6 -0.4 0.107
H -0.026 -2.432 0.302 0.2 0.4 -0.1 0.121
H -1.239 -1.896 1.576 0.8 0.4 -0.6 0.138
```
Forces are in eV/Å.

As for the highest occupied orbital energy: -13.16 eV. The value obtained for the orbital gap is 0.328 Eh. The energy relative to the best compared isomer or geometry (same formula, charge and spin) is 75.2 kcal/mol. The SMILES is [O-]P(C=C=[N+]1CC1)[NH+]1CC1. As for the total charge: +1. Its total energy is -20689.0910 eV.



# 4
The following is a quantum chemistry calculation of one molecule with the formula C6H10N2OS in a non-equilibrium geometry, from OMol25.

```
20
Properties=species:S:1:pos:R:3:forces:R:3:lowdin_charge:R:1
C -2.481 0.096 -1.179 -0.7 1.0 1.2 -0.113
C -1.880 0.035 0.235 -2.1 -0.2 1.0 -0.268
C -0.398 -0.266 0.355 -0.6 -1.5 0.1 -0.813
C 0.044 -0.021 1.800 4.6 -1.9 -1.4 -0.087
S -0.009 -2.084 0.020 -1.1 0.5 -0.5 0.785
N 0.259 0.516 -0.673 -2.6 -0.3 0.4 0.044
C 1.410 0.596 -1.063 2.9 2.4 -1.8 -0.184
C 2.698 0.251 -0.512 -0.2 -1.3 0.5 0.028
N 3.839 0.233 -0.344 0.5 1.1 -0.1 -0.107
O 5.016 0.397 -0.170 0.0 -0.6 0.1 0.038
H -2.585 -0.841 -1.655 -0.1 -1.2 -0.3 0.050
H -1.773 0.654 -1.731 0.4 0.7 -1.0 0.039
H -3.473 0.624 -1.204 0.9 -0.5 0.2 0.092
H -2.512 -0.745 0.867 1.4 1.8 -0.8 0.151
H -1.931 1.105 0.661 -0.4 -1.6 -0.3 0.135
H 0.406 -0.998 2.294 -0.9 1.6 -0.7 0.086
H -0.571 0.502 2.453 -1.2 1.2 0.8 0.049
H 1.026 0.492 1.533 -1.0 0.0 1.5 0.092
H 1.255 -1.835 0.261 0.9 -0.2 0.2 -0.168
H 1.659 1.289 -1.947 -0.8 -1.0 0.9 0.151
```
Forces are in eV/Å.

As for the highest occupied orbital energy: -9.35 eV. The value obtained for the orbital gap is 0.336 Eh. The energy relative to the best compared isomer or geometry (same formula, charge and spin) is 128.6 kcal/mol. The SMILES is CC[C@@](C)(S)/N=C\C#[N+][O-]. As for the total charge: 0. Its total energy is -22242.2283 eV.



# 5
The following is a quantum chemistry calculation of an isolated ion of composition C6H10N3 and charge +1 in a non-equilibrium geometry, from OMol25.

```
19
Properties=species:S:1:pos:R:3:forces:R:3:lowdin_charge:R:1
C -1.569 -1.236 0.280 -1.0 2.1 -0.7 0.001
C -0.302 -1.768 -0.096 0.6 -0.2 -0.2 -0.069
C 1.048 -1.408 -0.212 2.7 -0.3 -0.3 -0.032
N 2.064 -0.488 0.075 -4.9 0.7 0.5 0.038
N 1.846 0.857 0.426 1.6 0.7 2.1 -0.052
C 0.895 1.646 -0.290 2.3 -1.4 -1.5 -0.203
N -0.338 1.212 0.115 -4.9 -0.4 0.2 0.059
C -1.665 1.168 -0.147 0.1 1.6 -1.2 -0.029
C -2.336 0.008 0.180 2.0 -1.5 0.2 -0.040
H -2.237 -2.018 0.491 -0.8 -1.2 0.2 0.093
H -0.326 -2.852 -0.448 -0.5 1.5 0.9 0.136
H 1.620 -2.239 -0.681 -0.6 0.4 0.4 0.136
H 2.991 -0.779 -0.088 1.1 -0.1 -0.3 0.136
H 1.911 1.206 1.440 0.2 -1.7 -1.8 0.190
H 1.051 1.473 -1.312 0.2 0.1 -1.8 0.137
H 1.128 2.606 -0.054 0.5 3.1 0.6 0.117
H -0.088 0.567 0.787 -0.5 -1.9 1.9 0.091
H -2.269 2.011 -0.646 1.5 -1.1 0.7 0.172
H -3.426 0.033 0.181 0.4 -0.5 0.2 0.117
```
Forces are in eV/Å.

As for the highest occupied orbital energy (alpha / beta): -12.77 / -12.76 eV. The value obtained for the orbital gap (alpha / beta) is 0.277 / 0.277 Eh. The energy relative to the best compared isomer or geometry (same formula, charge and spin) is 110.7 kcal/mol. The SMILES is C1=C\C=[NH+]/NCN\C=C/1. As for the total charge: +1. Its total energy is -10843.4615 eV.



# 6
The following is a quantum chemistry calculation of an isolated ion of composition C6H10N3 and charge +1 in a non-equilibrium geometry, from OMol25.

```
19
Properties=species:S:1:pos:R:3:forces:R:3:lowdin_charge:R:1
C 1.207 1.897 -0.521 -2.5 -3.4 0.2 0.150
C 0.852 0.706 0.034 -0.7 1.2 -1.3 -0.239
C 1.738 -0.313 0.634 1.6 -0.9 1.1 -0.195
N 1.725 -1.530 -0.261 -0.8 3.1 -2.5 0.011
C -0.558 0.272 -0.078 0.2 1.6 1.8 -0.217
N -1.050 -0.940 -0.318 2.9 1.1 0.2 0.145
C -2.401 -0.881 -0.149 0.9 -1.8 -0.3 -0.039
C -2.738 0.349 0.209 0.3 0.8 0.4 -0.014
N -1.562 1.090 0.352 -0.3 -3.4 -2.3 0.189
H 2.213 2.065 -0.493 2.5 1.3 -0.1 0.050
H 0.504 2.346 -1.212 0.2 0.7 0.4 0.093
H 2.770 0.125 0.876 -1.3 -0.7 -0.6 0.144
H 1.315 -0.634 1.638 0.5 0.2 -1.1 0.146
H 2.029 -2.318 0.186 1.2 -2.3 1.3 0.040
H 2.177 -1.443 -1.236 -0.8 0.1 2.4 0.148
H -0.242 -1.652 -0.384 -1.3 0.4 -0.3 0.183
H -2.829 -1.831 -0.288 -1.6 -0.4 -0.2 0.129
H -3.712 0.723 0.262 -1.1 0.8 0.5 0.121
H -1.437 1.971 0.748 0.1 1.6 0.4 0.156
```
Forces are in eV/Å.

As for the highest occupied orbital energy: -13.67 eV. The value obtained for the orbital gap is 0.374 Eh. The energy relative to the best compared isomer or geometry (same formula, charge and spin) is 22.8 kcal/mol. The SMILES is C=C(CN)c1[nH]cc[nH+]1. As for the total charge: +1. Its total energy is -10847.2725 eV.



# 7
The following is a quantum chemistry calculation of a 2-piece molecular cluster, C6H10N3 overall in a non-equilibrium geometry, from OMol25.

```
19
Properties=species:S:1:pos:R:3:forces:R:3:lowdin_charge:R:1
C -0.158 -1.691 -2.742 -0.8 -0.2 0.2 -0.010
C -0.294 -1.966 -3.982 0.1 0.5 -3.1 0.099
C -0.998 0.273 1.397 -2.9 -0.8 1.1 -0.199
C 1.309 1.393 0.680 3.3 1.4 -1.4 -0.109
C -0.729 1.450 2.384 0.9 -1.4 -1.8 -0.058
C 0.434 0.743 1.694 -0.5 -0.1 0.8 -0.361
N -0.080 -1.350 -1.556 1.0 1.2 -2.7 0.182
N -0.073 -1.622 0.739 0.7 -1.3 -0.6 0.324
N -0.079 -1.635 -0.383 -0.5 -1.0 2.3 -0.005
H 0.295 -2.737 -4.505 0.1 -0.1 1.0 0.111
H -0.749 -1.408 -4.904 0.1 -0.5 2.5 0.157
H -1.603 -0.708 1.787 1.9 2.5 -0.2 0.152
H 1.888 2.283 1.093 -0.8 -1.1 0.1 0.103
H 0.949 1.856 -0.244 -1.0 -0.3 0.3 0.071
H 2.200 0.781 0.263 -1.5 0.3 1.0 0.097
H -0.824 1.298 3.429 -0.2 -0.3 0.6 0.096
H -1.562 0.495 0.453 1.1 0.4 0.7 0.108
H -0.983 2.420 2.028 -0.2 0.6 -0.3 0.099
H 1.056 0.125 2.369 -0.8 0.1 -0.3 0.143
```
Forces are in eV/Å.

As for the highest occupied orbital energy: -13.81 eV. The value obtained for the orbital gap is 0.282 Eh. The energy relative to the best compared isomer or geometry (same formula, charge and spin) is 196.8 kcal/mol. As for the total charge: +1. Its total energy is -10839.7305 eV.



# 8
The following is a quantum chemistry calculation of an isolated ion of composition C6H10N3O and charge +1 in a non-equilibrium geometry, from OMol25.

```
20
Properties=species:S:1:pos:R:3:forces:R:3:lowdin_charge:R:1
C -1.780 0.565 -0.570 0.9 1.1 -3.4 -0.009
N -0.570 -0.072 -0.091 2.4 1.7 -1.4 -0.148
C -0.876 -1.314 0.551 -0.4 -3.7 -2.7 -0.031
C 0.686 0.414 -0.287 1.6 -1.1 0.5 -0.121
N 1.130 1.447 -1.037 -1.9 -0.2 0.5 0.212
C 1.967 -0.395 0.429 -1.4 1.9 -1.1 -0.124
C 2.414 -1.460 -0.436 -0.6 -2.1 -1.0 -0.168
N 2.455 -2.488 -0.972 0.4 1.5 0.4 0.215
C 3.106 0.602 0.807 -2.4 -1.9 0.8 -0.156
O 3.478 1.323 -0.032 2.1 2.1 -1.3 0.116
H -1.530 1.622 -0.954 -0.8 -1.6 0.7 0.121
H -2.245 -0.070 -1.410 0.8 1.1 1.1 0.146
H -2.431 0.548 0.247 -1.2 0.6 1.1 0.076
H -0.464 -2.275 -0.027 -0.7 2.2 0.9 0.159
H -0.424 -1.317 1.466 0.7 -0.3 2.7 0.057
H -1.985 -1.512 0.597 1.3 0.7 0.2 0.127
H 2.133 1.806 -0.959 -1.7 -1.0 -0.1 0.134
H 0.422 2.003 -1.544 0.9 -0.4 0.3 0.136
H 1.585 -0.881 1.279 -0.4 -0.5 1.3 0.113
H 3.379 0.611 1.853 0.6 0.0 0.5 0.146
```
Forces are in eV/Å.

As for the highest occupied orbital energy: -14.75 eV. The value obtained for the orbital gap is 0.390 Eh. The energy relative to the best compared isomer or geometry (same formula, charge and spin) is 82.6 kcal/mol. The SMILES is CN(C)C(=[NH2+])[C@@H](C#N)C=O. As for the total charge: +1. Its total energy is -12893.0619 eV.



# 9
The following is a quantum chemistry calculation of an isolated ion of composition C6H10N3O2 and charge +1 in a non-equilibrium geometry, from OMol25.

```
21
Properties=species:S:1:pos:R:3:forces:R:3:lowdin_charge:R:1
C -1.090 2.082 0.447 -0.6 -1.5 -2.5 -0.032
C 0.858 0.614 0.202 -3.4 -1.8 -2.3 0.054
C -0.605 -0.877 -0.541 2.3 1.1 1.7 -0.032
C 2.196 0.403 -0.473 -0.4 -0.7 0.5 -0.520
C -1.751 1.583 -0.838 -1.6 0.6 0.8 -0.062
C 0.130 -2.615 0.829 -1.1 -1.9 2.5 -0.072
N 0.079 1.493 0.508 1.8 2.3 2.2 0.096
N 3.129 0.373 0.496 -1.4 0.4 0.6 0.199
N -1.827 0.013 -0.745 -1.2 1.3 0.8 0.078
O 2.230 0.182 -1.660 0.3 0.5 1.1 0.123
O -0.846 -1.667 0.527 -1.4 2.1 -1.4 -0.151
H -1.502 2.948 0.950 0.7 -0.1 0.5 0.126
H -2.784 2.105 -0.954 1.4 -1.7 0.1 0.161
H -1.177 1.864 -1.715 0.3 -0.2 -0.1 0.129
H 0.924 -2.215 1.479 0.0 0.0 -0.7 0.100
H 0.403 -3.174 -0.030 0.8 -0.1 -0.8 0.088
H -0.476 -3.335 1.463 1.1 0.6 -0.5 0.124
H 2.819 0.524 1.483 1.0 -0.2 -1.5 0.152
H 4.048 0.187 0.208 1.6 -0.2 0.1 0.111
H -2.190 -0.359 -1.600 -0.6 0.0 -0.9 0.149
H -2.569 -0.129 -0.037 0.5 -0.5 -0.1 0.178
```
Forces are in eV/Å.

As for the highest occupied orbital energy (alpha / beta): -10.64 / -13.06 eV. The value obtained for the orbital gap (alpha / beta) is 0.265 / 0.254 Eh. The energy relative to the best compared isomer or geometry (same formula, charge and spin) is 43.1 kcal/mol. The expectation value of S² is 2.0222. The spin multiplicity is 3. As for the total charge: +1. Its total energy is -14935.5598 eV.



# 10
The following is a quantum chemistry calculation of a 2-piece molecular cluster, C6H10N4O overall in a non-equilibrium geometry, from OMol25.

```
21
Properties=species:S:1:pos:R:3:forces:R:3:lowdin_charge:R:1
C 1.124 0.129 -1.553 0.2 -0.1 -0.1 -0.149
N 0.940 -0.508 -0.467 2.9 -0.6 -1.3 -0.012
C 1.438 0.283 0.662 -0.4 1.4 -2.9 -0.165
C 1.764 1.663 0.016 -0.3 0.3 3.2 -0.174
C 1.353 1.584 -1.432 -1.3 0.7 2.8 -0.155
H 0.915 -0.199 -2.551 -0.3 -1.1 -0.2 0.114
H 2.250 -0.136 1.153 1.9 -1.2 0.4 0.092
H 0.725 0.318 1.405 -2.1 0.3 1.5 0.080
H 2.808 1.869 0.116 0.9 0.0 -0.1 0.090
H 1.313 2.405 0.727 0.0 -0.1 -1.3 0.121
H 0.333 1.958 -1.469 -0.3 0.5 -0.5 0.118
H 1.999 2.264 -1.909 0.8 0.0 -1.8 0.098
O -0.243 -2.733 0.276 -1.5 -3.4 1.8 0.060
N -1.307 -1.945 0.505 1.9 1.6 -1.1 -0.290
N -2.196 -2.154 1.396 -0.5 -1.1 0.8 0.107
C -3.013 -1.093 1.282 -1.2 -0.6 0.2 -0.157
C -2.532 -0.296 0.250 0.2 2.5 1.0 -0.136
N -1.348 -0.824 -0.137 -2.7 0.8 -1.1 0.070
H 0.468 -2.296 -0.185 0.3 2.2 -0.6 0.062
H -3.951 -1.085 1.879 1.0 0.2 -0.6 0.106
H -2.838 0.797 0.037 0.6 -2.3 -0.1 0.123
```
Forces are in eV/Å.

As for the highest occupied orbital energy: -9.21 eV. The value obtained for the orbital gap is 0.370 Eh. The energy relative to the best compared isomer or geometry (same formula, charge and spin) is 97.6 kcal/mol. The SMILES is C1=NCCC1.On1nccn1. As for the total charge: 0. Its total energy is -14387.3930 eV.



- Which formula does entry 1 have?
  C6H10N2O3P



- Which value of total charge does entry 1 give?
  -1